(1)
Computed, not measured: C6H13NP as an isolated structure in a non-equilibrium geometry, with wB97M-V/def2-TZVPD.

Geometry (Å):
C -2.70652 0.45064 -0.38910
C -0.05383 2.26277 0.09267
C -1.98601 -0.41135 0.31019
C 2.26616 -0.71613 1.21202
C 0.16597 -0.52611 -2.15904
C 0.85645 -1.22170 1.39722
N -0.03772 1.16264 0.72126
P -0.19333 -0.35551 0.12899
H -3.78519 0.35605 -0.50222
H -2.04174 1.14419 -0.97576
H 0.09194 3.06929 0.78374
H 0.05676 2.28576 -0.98529
H -2.48641 -1.21144 0.76884
H 2.91127 -0.52659 2.13143
H 2.77207 -1.30513 0.53783
H 2.34568 0.19657 0.66492
H -0.85269 -0.68053 -2.64124
H 0.96929 -1.25289 -2.29582
H 0.64034 0.47975 -2.38984
H 0.31764 -0.85528 2.26652
H 0.74988 -2.34500 1.32271

Atoms 1-6, force components in eV/Å:
1.62 0.28 -0.94
1.42 -1.17 0.91
-0.16 -0.56 -0.65
0.69 1.30 1.89
-0.11 1.53 2.09
-1.18 -1.05 -1.08

ΔE to the lowest compared entry with this formula, charge and spin: 36.2 kcal/mol
frontier orbital gap: 0.36125 hartree
E_LUMO: -4.3 eV
net charge: +1
maximum force: 2.695 eV/A

---

(2)
Computed, not measured: an isolated ion of composition C6H13O and charge +1 in a non-equilibrium geometry, with wB97M-V/def2-TZVPD.

Geometry (Å):
C 0.12261 2.03312 -1.52222
C 0.45370 -1.67411 -0.35229
C -1.79102 -0.53024 -0.37350
C 1.43814 0.70833 1.44159
C -0.46490 -0.68812 0.37069
C 0.18621 0.65759 0.63307
O 0.68239 1.14118 -0.92387
H 0.47240 2.29189 -2.52517
H -0.71426 2.61506 -1.12110
H 0.62918 -1.36556 -1.38008
H 1.41120 -1.77449 0.15041
H -0.01389 -2.65358 -0.37170
H -1.64514 -0.13243 -1.37723
H -2.26350 -1.50268 -0.47797
H -2.47702 0.11773 0.16761
H 1.24433 0.23640 2.40429
H 1.75387 1.73406 1.62461
H 2.24865 0.16409 0.96331
H -0.68351 -1.08936 1.36817
H -0.54042 1.42660 0.88886

Atoms 1-6, force components in eV/Å:
-0.48 0.94 -0.68
0.02 0.08 0.22
0.11 -0.03 0.24
0.18 0.26 -0.25
-0.01 0.16 -0.40
0.03 -0.44 -0.57

ΔE to the lowest compared entry with this formula, charge and spin: 0.0 kcal/mol
frontier orbital gap: 0.39195 hartree
E_LUMO: -5.3 eV
net charge: +1
maximum force: 1.612 eV/A

---

(3)
Computed, not measured: one molecule with the formula C6H13O2 in a non-equilibrium geometry, with wB97M-V/def2-TZVPD.

Geometry (Å):
C 1.22626 1.53460 -0.72084
C -0.03458 0.94284 -0.10284
C -0.30251 1.59294 1.25032
C 0.07879 -0.61528 0.03321
C 0.36338 -1.26163 -1.33149
C -1.25987 -1.20624 0.54401
O -1.20339 -2.60596 0.57042
O 1.04300 -0.93572 0.89782
H 2.09267 1.28856 -0.10832
H 1.41215 1.15976 -1.72510
H 1.16034 2.61951 -0.78463
H -0.88960 1.14043 -0.77238
H 0.51729 1.37311 1.93413
H -0.37939 2.67595 1.15847
H -1.22204 1.23586 1.71099
H -0.39552 -0.98341 -2.06190
H 1.34238 -0.96464 -1.69921
H 0.35703 -2.34468 -1.22448
H -1.46374 -0.86290 1.56241
H -2.09420 -0.90991 -0.10141
H -0.34844 -2.87319 0.97083

Atoms 1-6, force components in eV/Å:
0.01 -0.03 -0.05
-0.24 -0.18 -0.34
-0.03 -0.06 0.07
-1.41 1.76 -0.59
0.58 -0.53 -0.12
0.02 -0.30 0.47

ΔE to the lowest compared entry with this formula, charge and spin: 4.1 kcal/mol
frontier orbital gap (alpha / beta): 0.39969 / 0.29356 hartree
spin multiplicity: 2
E_LUMO (alpha / beta): 0.9 / -1.8 eV
maximum force: 2.331 eV/A

---

(4)
Computed, not measured: C6H13O5Tl as an isolated structure in a non-equilibrium geometry, with wB97M-V/def2-TZVPD.

Geometry (Å):
O 0.12273 -2.19189 0.18578
C -0.91141 -1.30680 0.01346
C -0.80897 0.01128 0.75663
O -0.06977 -0.22297 1.96075
C 0.59098 0.88224 2.57712
C 1.71680 0.29147 3.42741
O 2.47341 -0.62570 2.70546
Tl 1.39882 -1.55810 1.44760
H -1.84848 -1.80924 0.31764
H -1.79812 0.43567 0.98741
H -0.25424 0.75672 0.15724
H -0.12217 1.46681 3.17811
H 1.00971 1.53051 1.78784
H 1.26065 -0.17526 4.32475
H 2.32837 1.13866 3.79323
H -0.76679 -1.07420 -1.31239
O 1.06974 -0.54717 -2.94928
C -1.20130 1.21630 -2.89420
O -1.09893 -0.02079 -3.57455
C -0.24967 -0.93827 -3.01012
H -2.00010 1.78576 -3.38033
H -1.46124 1.04763 -1.83579
H -0.26328 1.79072 -2.94658
H -0.34121 -1.88988 -3.54133
H 1.22446 0.00652 -2.17588

Atoms 1-6, force components in eV/Å:
0.92 -2.01 -0.75
-1.60 0.88 -2.87
-0.23 0.93 -0.66
-2.60 2.01 1.05
0.20 1.09 0.34
-1.39 1.10 1.30

ΔE to the lowest compared entry with this formula, charge and spin: 16.9 kcal/mol
frontier orbital gap (alpha / beta): 0.21040 / 0.32159 hartree
spin multiplicity: 2
E_LUMO (alpha / beta): -5.2 / -5.2 eV
net charge: +1
maximum force: 3.719 eV/A